# 1
{
  "formula": "C4H7NO2",
  "method": "ωB97M-V/def2-TZVPD",
  "symbols": ["O", "N", "C", "C", "C", "C", "O", "H", "H", "H", "H", "H", "H", "H"],
  "coordinates": [[0.7355, -0.4403, 2.3817], [-0.3295, 0.3197, 1.9725], [-0.5403, 0.2307, 0.7256], [-1.3756, 0.9095, -0.2864], [-0.0909, 0.4163, -0.9322], [0.1499, -0.9185, -0.4779], [1.3801, -1.3400, -0.5965], [0.7184, -0.3643, 3.3460], [-1.4691, 1.9914, -0.2513], [-2.3123, 0.4068, -0.5206], [0.7373, 1.0988, -0.9579], [1.3496, 0.0596, -2.4209], [-0.6672, -1.6521, -0.5082], [1.7141, -0.7175, -1.4738]],
  "forces_ev_per_a": [[0.2, -0.1, 0.2], [-0.2, 0.0, -0.8], [-0.1, 0.1, 0.6], [0.1, 0.0, 0.0], [0.1, 0.1, -0.3], [0.3, 0.0, 0.0], [-0.1, 0.4, 0.1], [0.0, 0.0, -0.2], [0.0, -0.2, 0.2], [0.1, 0.0, -0.2], [0.0, 0.1, 0.3], [0.0, -0.5, 0.4], [0.1, 0.2, 0.0], [-0.3, 0.0, -0.5]],
  "mulliken_charge": [-0.33, -0.50, 0.38, -0.33, -0.74, 0.37, -0.42, 0.37, 0.25, 0.24, 0.30, 0.22, 0.31, -0.10],
  "largest_force_ev_per_a": 0.8,
  "homo_lumo_gap_ev": [7.43, 7.43],
  "homo_ev": [-8.00, -8.00]
}

# 2
{
  "formula": "C18H21IN3O3PSSn",
  "method": "ωB97M-V/def2-TZVPD",
  "symbols": ["Sn", "C", "C", "N", "C", "C", "C", "O", "C", "C", "N", "C", "C", "C", "C", "C", "C", "I", "C", "O", "H", "H", "H", "H", "H", "H", "H", "H", "H", "H", "H", "H", "S", "C", "N", "C", "P", "C", "C", "O", "H", "H", "H", "H", "H", "H", "H", "H", "H"],
  "coordinates": [[-1.4832, 0.1198, -0.6507], [-2.7416, -4.0983, 2.6295], [-1.4333, -4.0786, 3.3266], [-1.1963, -4.9334, 4.2934], [-0.0011, -4.9389, 4.8902], [1.0764, -4.0810, 4.5660], [2.3823, -4.1874, 5.3210], [2.7955, -2.9095, 5.7830], [0.8698, -3.1531, 3.5737], [1.9175, -2.2179, 3.1926], [1.7482, -1.2880, 2.3577], [2.1524, -0.1270, 1.8866], [2.2337, 1.0066, 2.7483], [2.6069, 2.2182, 2.2378], [2.8830, 2.3514, 0.8694], [2.7937, 1.2619, 0.0005], [2.4278, 0.0274, 0.4847], [2.3032, -1.6222, -0.7573], [-0.4210, -3.0899, 2.8964], [-0.6569, -2.2792, 2.0016], [-3.4246, -4.7659, 3.1457], [-2.6030, -4.4475, 1.6025], [-3.1574, -3.0922, 2.5677], [0.1183, -5.6658, 5.6864], [3.1570, -4.5636, 4.6471], [2.2879, -4.9102, 6.1305], [2.6811, -2.8452, 6.7361], [2.9117, -2.3421, 3.6258], [2.0134, 0.8732, 3.7989], [2.6965, 3.0739, 2.8925], [3.1738, 3.3147, 0.4719], [3.0180, 1.3926, -1.0493], [1.0287, 2.7541, -3.7295], [0.0994, 1.9361, -2.7766], [-0.6188, 1.3187, -2.0429], [-3.3793, 2.2403, -3.6000], [-4.1637, 0.8563, -2.7865], [-4.4795, -0.4104, -4.0021], [-5.7195, 1.4047, -2.1080], [-3.2972, 0.2739, -1.6460], [-4.0786, 2.6587, -4.3259], [-2.4770, 1.9156, -4.1167], [-3.1231, 3.0101, -2.8723], [-5.1204, -0.0218, -4.7941], [-4.9746, -1.2556, -3.5241], [-3.5375, -0.7427, -4.4388], [-6.3656, 1.7875, -2.8981], [-5.5407, 2.1948, -1.3784], [-6.2123, 0.5671, -1.6144]],
  "forces_ev_per_a": [[0.0, -0.1, 0.0], [0.0, 0.0, 0.0], [0.0, 0.0, 0.0], [0.0, 0.0, 0.0], [0.0, 0.0, 0.0], [0.0, 0.0, 0.0], [0.0, 0.1, 0.0], [0.0, 0.0, 0.0], [0.0, 0.1, 0.0], [-0.1, 0.0, -0.1], [0.1, 0.1, 0.2], [0.0, 0.0, -0.2], [0.0, 0.0, 0.0], [0.0, 0.0, 0.0], [0.0, 0.0, 0.0], [0.0, 0.0, 0.0], [0.0, -0.1, 0.1], [-0.1, 0.1, 0.0], [0.2, -0.1, 0.0], [-0.1, 0.1, -0.1], [0.0, 0.0, 0.0], [0.0, 0.0, 0.0], [0.0, 0.0, 0.0], [0.0, 0.0, 0.0], [0.0, 0.0, 0.0], [0.0, 0.0, 0.0], [0.0, 0.0, 0.0], [0.0, 0.0, 0.0], [0.0, 0.0, 0.0], [0.0, 0.0, 0.0], [0.0, 0.0, 0.0], [0.0, 0.0, 0.0], [0.1, 0.1, -0.1], [0.0, -0.1, 0.2], [0.0, 0.0, -0.1], [0.0, 0.0, 0.0], [-0.1, 0.1, -0.1], [0.0, 0.0, 0.0], [0.0, 0.0, 0.1], [0.0, 0.0, 0.1], [0.0, 0.0, 0.0], [0.0, 0.0, 0.0], [0.0, 0.0, 0.0], [0.0, 0.0, 0.0], [0.0, 0.0, 0.0], [0.0, 0.0, 0.0], [0.0, 0.0, 0.0], [0.0, 0.0, 0.0], [0.0, 0.0, 0.0]],
  "mulliken_charge": [0.95, -1.17, 0.52, -0.56, -0.68, 0.86, -0.94, -0.50, 0.53, -0.68, 0.12, 0.58, -0.34, -0.69, -0.59, -0.32, -0.40, 0.22, 0.63, -0.50, 0.36, 0.30, 0.31, 0.39, 0.30, 0.49, 0.32, 0.58, 0.49, 0.43, 0.44, 0.51, -0.28, 0.60, -0.70, -1.11, 1.15, -1.15, -1.09, -0.58, 0.42, 0.26, 0.36, 0.39, 0.36, 0.33, 0.38, 0.35, 0.35],
  "largest_force_ev_per_a": 0.3,
  "total_charge": 2,
  "homo_lumo_gap_ev": [6.36, 5.88],
  "homo_ev": [-14.18, -14.08]
}

# 3
{
  "formula": "C5H6O2",
  "method": "ωB97M-V/def2-TZVPD",
  "symbols": ["O", "C", "C", "C", "C", "O", "C", "H", "H", "H", "H", "H", "H"],
  "coordinates": [[-0.8837, 1.9814, -1.9636], [1.0762, -1.2365, -0.3970], [0.8433, -0.7650, 1.0061], [-0.4485, 0.0774, 1.1176], [-0.5655, 0.5224, -0.3046], [-0.9369, 1.6712, -0.6390], [0.0783, -0.4736, -1.2091], [1.7253, -0.1023, 1.1155], [0.9823, -1.5436, 1.7614], [-0.4095, 0.9083, 1.8253], [-1.3034, -0.5605, 1.3819], [0.4178, -0.0406, -2.1551], [-0.6460, -1.2607, -1.4966]],
  "forces_ev_per_a": [[-0.1, 0.1, -0.6], [-0.3, 0.2, 0.2], [0.0, -0.1, 0.0], [0.0, 0.0, 0.0], [0.0, 0.3, -0.1], [0.1, -0.6, 0.8], [0.1, 0.0, 0.0], [0.0, -0.1, -0.1], [0.0, 0.1, -0.1], [0.0, -0.1, -0.1], [0.1, 0.1, -0.1], [0.0, -0.1, 0.1], [0.1, 0.1, 0.0]],
  "mulliken_charge": [-0.62, -0.67, -0.33, -0.61, 0.45, -0.03, -0.24, 0.27, 0.42, 0.34, 0.27, 0.43, 0.31],
  "largest_force_ev_per_a": 1.0,
  "homo_lumo_gap_ev": 8.55,
  "homo_ev": -9.04
}

# 4
{
  "formula": "C2H9NO2",
  "method": "ωB97M-V/def2-TZVPD",
  "symbols": ["N", "C", "O", "H", "H", "H", "H", "H", "C", "O", "H", "H", "H", "H"],
  "coordinates": [[2.2638, 1.1609, -0.9196], [1.0466, 0.7339, -0.2491], [1.1186, 0.9348, 1.1394], [2.4781, 2.1458, -0.9214], [3.0128, 0.7029, -0.4201], [0.2004, 1.2245, -0.7355], [1.0701, -0.3434, -0.4023], [0.7079, 1.6128, 1.6546], [-1.8387, -1.7079, 0.0770], [-2.5149, -0.4798, -0.1861], [-2.0564, -2.2346, -0.8532], [-0.7567, -1.6246, 0.1859], [-2.1296, -2.1724, 1.0212], [-2.6021, 0.0471, 0.6093]],
  "forces_ev_per_a": [[0.0, -0.5, 0.0], [0.8, 1.2, -0.7], [0.7, -1.6, 1.0], [-0.4, 0.3, 0.2], [0.3, 0.0, -0.2], [-0.1, -0.3, 0.2], [-0.6, 0.0, 0.1], [-0.7, 0.9, -0.7], [0.1, 0.5, -0.4], [0.2, 0.2, 0.2], [0.1, -0.8, 0.6], [0.2, 0.5, -0.3], [-0.6, -0.3, -0.4], [0.1, 0.0, 0.2]],
  "mulliken_charge": [-0.56, -0.18, -0.55, 0.22, 0.24, 0.32, 0.20, 0.30, -0.39, -0.49, 0.21, 0.12, 0.29, 0.28],
  "largest_force_ev_per_a": 2.0,
  "smiles": "NCO.CO",
  "homo_lumo_gap_ev": 10.33,
  "homo_ev": -9.63
}

Summary of ΔE to the lowest compared entry with this formula, charge and spin in eV
8.808; 0.086; 7.658; 0.905
(order as listed above)
Summary of DFT total energy in Ha
-361.55715; -2339.49110; -344.32048; -286.78513
(order as listed above)